No. 1
Here is a structure of composition C48H54I2N6O2PRuSSe from the Open Molecules 2025 dataset. Energies are from the ωB97M-V functional and the def2-TZVPD basis.

Results
frontier orbital gap (alpha / beta) = 0.240 / 0.233 hartree
total charge = +2
multiplicity = 2
energy above the lowest of the compared OMol25 structures with the same formula, charge and spin = 0.0 kJ/mol
E_tot = -167933.56472 eV
lowest unoccupied orbital energy (alpha / beta) = -5.72 / -5.89 eV

Geometry as XYZ:
```
116
Properties=species:S:1:pos:R:3:forces:R:3
Ru 0.287 0.732 0.302 -0.629 1.490 2.729
I 1.419 1.372 7.733 0.077 -0.212 -0.222
C 1.301 0.688 5.746 -0.120 0.121 0.353
C 2.464 0.378 5.048 0.045 0.020 0.107
C 2.363 -0.019 3.731 -0.314 -0.171 -0.775
I 4.041 -0.428 2.553 -0.043 0.081 0.314
C 1.117 -0.127 3.065 0.488 0.774 1.129
O 1.051 -0.492 1.816 -0.679 0.211 -2.282
C -0.040 0.188 3.811 0.229 -0.268 -0.350
C -1.359 0.106 3.106 0.076 -0.123 0.159
N -1.422 1.127 2.048 0.558 -0.588 -1.025
C -2.675 1.110 1.301 -0.233 -0.098 -0.037
C -2.567 2.023 0.116 -0.190 0.020 0.129
C -3.671 2.665 -0.426 0.094 0.090 -0.007
C -3.498 3.482 -1.532 0.031 -0.030 0.029
C -2.222 3.649 -2.055 -0.066 0.020 0.069
C -1.174 2.972 -1.463 0.017 0.226 -0.058
N -1.349 2.176 -0.403 1.135 -0.912 -0.384
C 0.061 0.587 5.131 0.003 -0.216 0.308
H 3.428 0.451 5.532 0.018 0.018 -0.037
H -2.176 0.234 3.825 -0.034 -0.004 -0.062
H -1.461 -0.868 2.619 -0.006 0.053 0.000
H -1.307 2.044 2.471 0.204 0.021 -0.080
H -3.538 1.383 1.917 0.029 0.017 0.006
H -2.838 0.093 0.936 0.000 0.003 0.040
H -4.646 2.518 0.018 -0.011 0.012 0.019
H -4.343 3.992 -1.976 -0.010 0.001 0.013
H -2.048 4.301 -2.898 0.050 -0.043 -0.022
H -0.157 3.080 -1.819 -0.040 -0.063 -0.036
H -0.837 0.817 5.693 -0.008 0.000 -0.035
O -0.995 -1.028 -0.411 0.546 1.023 0.212
P -1.828 -2.246 -0.694 0.114 -0.365 0.005
C -3.577 -1.829 -0.893 0.262 -0.102 0.131
C -4.602 -2.635 -0.404 0.032 -0.001 -0.039
C -5.924 -2.245 -0.564 -0.024 -0.040 -0.014
C -6.224 -1.059 -1.218 -0.020 -0.030 -0.017
C -5.205 -0.277 -1.748 0.043 0.046 -0.050
C -3.883 -0.659 -1.587 0.056 -0.027 -0.007
C -1.696 -3.502 0.600 -0.077 0.139 -0.330
C -0.916 -4.637 0.391 -0.069 0.001 0.002
C -0.854 -5.625 1.363 0.038 -0.007 0.010
C -1.560 -5.482 2.548 0.088 -0.024 -0.061
C -2.316 -4.339 2.773 -0.061 0.078 0.074
C -2.385 -3.352 1.804 0.010 0.020 -0.011
C -1.291 -3.016 -2.232 -0.073 0.124 0.202
C -2.180 -3.726 -3.033 0.075 0.007 0.005
C -1.718 -4.356 -4.179 -0.052 -0.008 0.017
C -0.375 -4.278 -4.519 -0.002 -0.027 -0.067
C 0.511 -3.565 -3.722 -0.020 0.035 0.025
C 0.056 -2.928 -2.579 -0.057 0.028 0.023
H -4.367 -3.569 0.089 -0.053 0.009 0.046
H -6.719 -2.875 -0.188 -0.005 0.022 0.023
H -7.255 -0.754 -1.331 0.000 -0.009 -0.033
H -5.443 0.623 -2.301 -0.012 0.014 0.018
H -3.076 -0.069 -2.007 -0.045 0.088 0.017
H -0.373 -4.763 -0.537 -0.026 -0.035 -0.016
H -0.262 -6.512 1.183 -0.001 -0.006 0.033
H -1.523 -6.266 3.291 -0.009 0.025 0.031
H -2.864 -4.221 3.698 0.004 -0.021 0.004
H -3.003 -2.477 1.970 -0.020 -0.022 0.025
H -3.228 -3.781 -2.763 -0.005 -0.030 -0.034
H -2.409 -4.906 -4.803 0.026 -0.005 -0.020
H -0.020 -4.774 -5.412 0.011 -0.005 0.005
H 1.558 -3.517 -3.996 -0.003 -0.027 -0.033
H 0.723 -2.359 -1.940 -0.021 -0.065 -0.036
C 6.217 -1.167 -0.426 0.114 -0.123 -0.086
C 6.226 -2.276 -1.475 -0.084 0.198 0.010
C 4.995 -2.276 -2.382 0.068 -0.076 0.173
C 3.672 -2.418 -1.611 0.148 -0.041 -0.247
N 3.067 -1.138 -1.248 0.019 -0.162 0.113
C 2.478 -0.314 -2.096 -0.161 -0.239 -0.219
S 1.873 1.193 -1.469 -0.781 -0.111 0.876
N 2.405 -0.609 -3.386 0.051 0.003 0.216
C 1.754 0.168 -4.440 0.070 0.046 -0.292
C 2.731 0.712 -5.481 0.002 0.155 0.212
C 3.629 1.857 -4.999 0.101 -0.216 0.043
C 4.804 1.427 -4.118 -0.120 0.132 -0.074
H 7.153 -1.180 0.130 -0.014 0.062 0.055
H 5.408 -1.299 0.297 0.052 -0.017 -0.108
H 6.113 -0.183 -0.889 -0.035 0.023 0.023
H 6.310 -3.246 -0.979 0.019 -0.025 -0.038
H 7.109 -2.159 -2.105 0.025 -0.085 0.022
H 5.079 -3.106 -3.086 -0.024 0.033 -0.047
H 4.988 -1.347 -2.961 -0.027 -0.028 -0.060
H 3.843 -2.963 -0.684 -0.106 -0.013 0.024
H 2.943 -2.991 -2.192 -0.008 0.012 0.086
H 3.140 -0.827 -0.287 -0.045 0.058 0.057
H 2.874 -1.448 -3.698 0.057 0.040 0.044
H 1.218 0.988 -3.973 -0.090 -0.006 0.081
H 1.026 -0.484 -4.929 -0.016 -0.024 0.095
H 2.119 1.076 -6.310 0.001 -0.084 -0.044
H 3.348 -0.103 -5.872 -0.032 -0.011 -0.068
H 3.024 2.594 -4.463 -0.016 0.052 -0.075
H 4.031 2.354 -5.883 -0.039 0.051 0.014
H 4.480 1.129 -3.120 0.071 -0.035 0.020
H 5.500 2.257 -3.998 0.029 -0.029 0.051
H 5.351 0.601 -4.576 0.016 -0.023 0.027
C -0.658 5.202 1.175 -0.099 0.100 -0.212
N -0.383 4.507 2.415 0.106 -0.167 0.081
C 0.598 3.609 2.632 -0.358 -0.116 0.359
Se 1.748 2.821 1.402 -0.146 -0.969 -1.103
N 0.561 3.265 3.930 0.147 0.328 -0.188
C -0.480 3.913 4.571 -0.181 0.182 -0.163
C -0.969 3.841 5.868 -0.013 0.007 0.156
C -2.092 4.594 6.151 0.079 -0.049 -0.036
C -2.701 5.397 5.178 -0.043 0.024 -0.082
C -2.209 5.475 3.888 -0.050 0.073 -0.096
C -1.088 4.708 3.598 0.017 -0.127 0.326
H 0.110 4.948 0.450 0.032 -0.030 0.038
H -0.650 6.277 1.351 0.023 -0.019 0.029
H -1.635 4.912 0.788 -0.022 -0.014 0.012
H 1.226 2.637 4.367 -0.052 -0.116 -0.134
H -0.491 3.225 6.620 -0.026 0.067 -0.034
H -2.513 4.563 7.146 0.012 0.004 0.011
H -3.586 5.960 5.442 0.026 0.044 -0.003
H -2.678 6.100 3.140 -0.021 0.005 0.020
```
Positions in Å, forces in eV/Å.


No. 2
Here is a cluster of 2 separate species, C9H22N2 in total from the Open Molecules 2025 dataset. Energies are from the ωB97M-V functional and the def2-TZVPD basis.

Results
frontier orbital gap = 0.347 hartree
total charge = +2
multiplicity = 1
energy above the lowest of the compared OMol25 structures with the same formula, charge and spin = 72.6 kJ/mol
E_tot = -12650.69774 eV
lowest unoccupied orbital energy = -7.49 eV

Geometry as XYZ:
```
33
Properties=species:S:1:pos:R:3:forces:R:3
C 0.654 -1.203 1.738 -0.205 -2.195 1.461
C 0.643 -1.802 0.386 -0.370 3.001 -0.733
C 0.616 -0.740 -3.032 -1.128 0.839 -1.711
C -1.554 -1.298 -2.079 -1.168 2.414 -1.640
C 0.285 -2.830 -1.930 -0.940 -3.518 -2.923
C -0.916 3.074 0.969 -0.560 1.461 -1.416
C 1.333 2.606 1.707 0.352 1.430 -2.550
C -0.425 2.131 3.234 -0.214 -3.237 -0.012
C 0.358 -0.960 -0.624 -0.193 -2.850 0.422
N -0.068 -1.472 -1.921 -0.345 0.962 -0.274
N 0.085 2.552 1.919 -0.023 0.733 -1.063
H 0.499 -0.131 1.640 -0.009 -0.075 0.523
H -0.193 -1.757 2.323 1.275 1.356 -0.840
H 0.826 -2.825 0.209 -0.032 -0.839 0.339
H 1.662 -0.563 -2.741 -0.281 -0.485 -0.512
H 0.426 -1.311 -4.073 0.658 1.438 2.549
H 0.082 0.268 -3.026 0.993 -1.224 -0.516
H -2.102 -1.523 -1.179 0.223 -0.380 0.423
H -1.717 -0.108 -2.266 0.143 -3.100 0.187
H -1.972 -1.951 -2.930 0.922 1.265 1.114
H -0.087 -3.295 -2.865 0.617 0.520 -0.061
H 1.351 -2.949 -1.891 0.337 -0.316 0.377
H -0.335 -3.401 -1.272 0.262 -0.181 1.085
H -0.503 3.477 -0.036 -0.177 -0.729 2.000
H -1.656 2.322 0.727 0.066 -0.508 0.111
H -1.525 3.889 1.445 0.897 -0.604 -0.197
H 1.580 -1.502 2.281 -0.558 0.620 -0.232
H 1.979 2.997 0.854 -2.029 -0.335 0.369
H 1.967 2.346 2.447 1.684 -1.261 2.754
H -0.782 3.016 3.716 -0.647 0.201 0.443
H -1.186 1.227 3.108 1.166 2.408 0.143
H 0.404 1.657 3.812 -0.499 0.707 -0.399
H 0.270 0.059 -0.651 -0.221 2.486 0.781
```
Positions in Å, forces in eV/Å.


No. 3
Here is a structure of composition C25H33BrN2O3Si2Ti from the Open Molecules 2025 dataset. Energies are from the ωB97M-V functional and the def2-TZVPD basis.

Results
frontier orbital gap (alpha / beta) = 0.290 / 0.253 hartree
multiplicity = 3
energy above the lowest of the compared OMol25 structures with the same formula, charge and spin = 25.9 kJ/mol
E_tot = -144501.33042 eV
lowest unoccupied orbital energy (alpha / beta) = 0.20 / -1.47 eV

Geometry as XYZ:
```
67
Properties=species:S:1:pos:R:3:forces:R:3
Ti -0.195 -0.038 -0.580 -0.650 0.058 -0.586
C -4.041 4.315 -0.152 0.027 -0.052 0.031
C -3.359 2.984 0.011 0.000 0.066 -0.030
C -4.062 1.826 0.347 0.052 -0.030 0.024
C -3.402 0.618 0.482 -0.149 -0.135 0.221
C -2.028 0.567 0.290 0.483 0.127 -0.528
Br -0.385 -2.535 -0.899 0.059 0.235 0.172
N -1.370 1.691 -0.036 -0.028 -0.504 -0.121
C -1.994 2.857 -0.186 0.098 0.194 0.114
H -5.113 4.189 -0.294 0.003 -0.003 0.001
H -3.647 4.859 -1.010 0.014 -0.002 0.006
H -3.892 4.937 0.733 -0.018 0.010 -0.009
H -5.137 1.874 0.478 0.001 0.017 -0.004
H -3.950 -0.284 0.721 -0.007 -0.001 -0.023
H -1.389 3.709 -0.478 -0.011 -0.005 -0.017
C 0.741 -3.124 2.711 0.001 -0.023 0.024
Si -0.309 -1.639 3.126 -0.078 -0.063 0.007
C -2.087 -1.873 2.620 0.004 0.021 -0.027
C -0.265 -1.393 4.990 0.001 -0.017 0.031
C 0.453 -0.091 2.342 0.168 -0.002 0.197
C 1.755 -0.247 1.678 0.281 -0.156 -0.001
C 2.936 -0.436 2.407 -0.135 0.006 0.035
C 4.134 -0.554 1.737 0.027 -0.002 -0.051
C 4.152 -0.487 0.348 0.097 -0.020 0.006
C 2.960 -0.312 -0.312 -0.083 -0.040 -0.081
N 1.794 -0.199 0.338 -0.345 0.306 0.068
Si 0.194 1.645 3.029 -0.029 0.083 0.057
C 1.239 1.809 4.585 0.014 0.004 0.037
C 0.852 2.940 1.833 -0.020 0.032 0.005
C -1.590 1.943 3.511 -0.047 0.006 -0.076
H 0.312 -4.011 3.184 0.002 0.015 -0.009
H 1.762 -3.013 3.083 -0.020 -0.009 -0.020
H 0.773 -3.300 1.634 0.014 0.019 0.006
H -2.514 -2.723 3.159 0.031 0.003 0.005
H -2.159 -2.068 1.548 -0.019 0.011 0.012
H -2.680 -0.987 2.860 -0.001 -0.018 -0.016
H -0.642 -2.306 5.460 -0.001 0.020 0.008
H -0.900 -0.567 5.320 0.038 -0.016 -0.015
H 0.747 -1.224 5.366 -0.031 -0.006 -0.009
H 2.891 -0.492 3.486 -0.014 0.004 -0.003
H 5.053 -0.703 2.291 -0.002 0.002 -0.003
H 5.074 -0.577 -0.208 -0.015 0.003 -0.012
H 2.893 -0.260 -1.391 0.010 0.004 0.007
H 2.305 1.701 4.373 -0.015 -0.015 0.015
H 0.959 1.109 5.374 0.024 0.016 -0.058
H 1.090 2.822 4.972 0.005 -0.003 0.001
H 1.681 3.485 2.290 -0.002 -0.020 0.006
H 0.073 3.664 1.589 0.017 0.004 -0.013
H 1.207 2.514 0.895 -0.004 0.000 -0.026
H -1.794 1.587 4.523 0.009 -0.035 -0.031
H -2.288 1.459 2.826 0.010 0.052 0.019
H -1.796 3.017 3.494 -0.002 -0.012 0.017
O -2.325 0.143 -5.065 -0.104 -0.032 0.106
C -1.048 0.089 -5.465 0.205 -0.047 0.041
C -0.790 -0.033 -6.831 -0.044 -0.006 -0.024
C 0.508 -0.120 -7.287 0.025 0.005 0.044
C 1.585 -0.082 -6.400 0.018 -0.004 0.005
C 1.339 0.059 -5.051 -0.033 0.073 -0.066
C 0.033 0.154 -4.568 -0.154 0.033 0.106
C -0.211 0.311 -3.121 -0.035 0.146 -0.101
O -1.369 0.232 -2.631 0.271 -0.109 0.244
O 0.775 0.521 -2.326 0.093 -0.237 0.344
H -2.327 0.125 -4.082 -0.001 0.047 -0.073
H -1.632 -0.073 -7.509 0.008 -0.001 0.006
H 0.691 -0.224 -8.349 -0.006 -0.001 0.000
H 2.599 -0.163 -6.767 -0.007 0.006 -0.001
H 2.151 0.103 -4.337 0.000 -0.005 0.000
```
Positions in Å, forces in eV/Å.


No. 4
Here is a structure of composition C3H3BeCl2N9 from the Open Molecules 2025 dataset. Energies are from the ωB97M-V functional and the def2-TZVPD basis.

Results
frontier orbital gap = 0.310 hartree
multiplicity = 1
E_tot = -42015.55588 eV
lowest unoccupied orbital energy = -0.52 eV

Geometry as XYZ:
```
18
Properties=species:S:1:pos:R:3:forces:R:3
Be 0.522 0.031 -0.025 0.771 0.704 0.088
Cl 2.637 0.063 -0.106 -0.145 1.035 -0.060
C 2.897 1.903 -0.065 2.763 -1.688 -1.042
Cl 1.491 2.758 -0.178 -0.952 1.140 -0.327
H 3.815 2.107 -0.629 -1.146 -0.060 -2.241
H 3.521 2.063 0.735 -0.099 0.167 3.666
N -2.062 -1.160 -0.038 -2.378 0.597 0.286
C -1.953 0.181 0.108 -0.255 2.971 -0.548
N -3.014 1.015 0.116 1.005 -1.308 -0.328
N -2.501 2.250 0.034 1.266 -0.593 0.687
N -1.212 2.218 0.054 -0.234 0.688 -0.398
N -0.774 0.930 0.067 -2.363 -1.529 0.189
C -0.990 -1.956 -0.024 0.113 -2.879 -0.744
N -0.948 -3.299 -0.069 -1.626 0.973 0.474
N 0.321 -3.609 0.032 1.464 0.697 0.029
N 1.064 -2.541 0.081 0.384 -1.302 -0.477
N 0.238 -1.487 -0.031 0.117 0.630 0.746
H -3.052 -1.469 -0.062 1.315 -0.243 0.001
```
Positions in Å, forces in eV/Å.


Calculated maximum force, 0.0617 0.0908 0.0171 0.0714 hartree/bohr (same order as the records).